--- a ---
Formula: C2H5NOS
Source: OMol25
Level of theory: ωB97M-V/def2-TZVPD

Its orbital gap (alpha / beta) is 0.308 / 0.237 Ha.

```
! RIJCOSX wB97M-V def2-TZVPD def2/J DEFGRID3
* xyz 0 1
H -0.088 0.227 2.334
H -0.757 1.377 -0.832
S 2.553 0.619 0.000
N 1.143 -0.291 -0.470
C -0.069 -0.446 0.027
H -1.635 -0.077 -1.352
C -1.154 0.418 -0.503
O 2.219 -1.034 0.005
H -0.294 -1.375 0.536
H -1.917 0.582 0.255
*
```


--- b ---
Formula: C2H5NOS
Source: OMol25
Level of theory: ωB97M-V/def2-TZVPD

Its orbital gap is 0.267 Ha.

```
! RIJCOSX wB97M-V def2-TZVPD def2/J DEFGRID3
* xyz 0 1
H 0.014 -1.134 -0.096
H -1.628 -0.036 1.185
O 2.559 -1.223 -0.434
C 2.183 -0.201 -0.073
H -0.236 0.941 0.492
H -0.749 -0.199 -1.530
C -0.930 -0.771 -0.554
N -1.193 0.457 0.469
S 1.903 1.180 0.509
H -1.924 0.986 0.033
*
```


--- c ---
Formula: C2H5NOS
Source: OMol25
Level of theory: ωB97M-V/def2-TZVPD

Its orbital gap is 0.372 Ha. The SMILES is NCC(=O)S.

```
! RIJCOSX wB97M-V def2-TZVPD def2/J DEFGRID3
* xyz 0 1
H -1.781 -1.024 -0.409
S 1.555 0.477 0.257
H -2.103 1.388 -1.373
H -2.000 0.259 0.752
H 1.118 1.329 -0.979
C -1.443 -0.053 -0.204
C -0.059 -0.586 0.316
O -0.130 -1.552 1.066
H -1.255 0.397 -2.266
N -1.259 0.897 -1.291
*
```


Energies in hartree, measured from the most stable structure: a 0.2294; b 0.0629; c 0.0000.


--- a ---
Formula: C2H5NOS
Source: OMol25
Level of theory: ωB97M-V/def2-TZVPD

Its orbital gap is 0.323 Ha.

```
! RIJCOSX wB97M-V def2-TZVPD def2/J DEFGRID3
* xyz 0 1
O 1.690 0.176 -1.369
H 2.744 0.850 0.246
H -1.624 -1.408 0.912
H -0.558 -1.310 -0.614
C -1.593 -0.951 -0.091
H 0.677 1.735 1.386
H -2.483 -1.201 -0.714
N 0.472 0.610 0.566
C 1.682 0.689 -0.220
S -1.005 0.812 -0.102
*
```


--- b ---
Formula: C2H5NOS
Source: OMol25
Level of theory: ωB97M-V/def2-TZVPD

Its orbital gap is 0.338 Ha.

```
! RIJCOSX wB97M-V def2-TZVPD def2/J DEFGRID3
* xyz 0 1
H 2.250 0.974 0.203
H 1.562 0.375 2.267
H 1.718 -1.095 0.588
H -3.132 1.069 -1.892
O 0.226 0.314 0.308
N -1.529 -0.551 -1.044
C 1.485 0.085 0.937
S -1.739 1.169 -1.519
C -0.596 -0.640 -0.104
H -0.245 -1.702 0.256
*
```


--- c ---
Formula: C2H5NOS
Source: OMol25
Level of theory: ωB97M-V/def2-TZVPD

Its orbital gap is 0.299 Ha.

```
! RIJCOSX wB97M-V def2-TZVPD def2/J DEFGRID3
* xyz 0 1
H -1.839 1.166 -0.024
H -1.880 -0.828 1.580
C 0.511 -0.160 -0.084
S 0.046 1.390 -0.012
O -0.444 -1.033 -0.076
C -1.757 -0.651 0.036
N 1.707 -0.830 0.008
H 2.657 -0.328 0.279
H 1.839 -1.813 0.120
H -2.433 -1.497 -0.922
*
```


Energies in hartree, measured from the most stable structure: a 0.0000; b 0.0335; c 0.1396.


--- a ---
Formula: C2H5NOS
Source: OMol25
Level of theory: ωB97M-V/def2-TZVPD

Its orbital gap is 0.358 Ha. The SMILES is CSNC=O.

```
! RIJCOSX wB97M-V def2-TZVPD def2/J DEFGRID3
* xyz 0 1
H -0.577 -1.799 0.764
H -2.272 -0.215 1.159
H 2.418 1.291 -0.222
S 0.879 -0.401 -0.499
C 1.768 0.764 0.481
H 2.333 0.300 1.298
O -1.815 0.885 -0.408
N -0.476 -0.861 0.371
C -1.622 -0.058 0.316
H 1.020 1.567 0.861
*
```


--- b ---
Formula: C2H5NOS
Source: OMol25
Level of theory: ωB97M-V/def2-TZVPD

Its orbital gap is 0.357 Ha. The SMILES is CC(=O)SN.

```
! RIJCOSX wB97M-V def2-TZVPD def2/J DEFGRID3
* xyz 0 1
H 1.500 1.465 -0.313
O -0.029 -1.435 0.487
C 1.553 0.368 -0.084
H 2.012 -0.124 -1.004
H -2.809 -0.565 1.036
H -3.268 -0.678 -0.733
S -1.316 0.610 -0.381
C 0.002 -0.357 0.021
N -2.700 -0.170 0.064
H 2.015 0.178 0.838
*
```


--- c ---
Formula: C2H5NOS
Source: OMol25
Level of theory: ωB97M-V/def2-TZVPD

Its orbital gap is 0.351 Ha. The SMILES is CC(=O)NS.

```
! RIJCOSX wB97M-V def2-TZVPD def2/J DEFGRID3
* xyz 0 1
H 0.709 1.434 0.835
S -2.058 -0.302 -0.327
H -2.363 0.803 0.830
N -0.757 -1.068 0.343
H -0.869 -1.989 0.036
H 2.022 1.022 -0.159
C 0.939 0.914 -0.132
C 0.524 -0.577 -0.132
O 1.381 -1.372 -0.291
H 0.474 1.136 -1.002
*
```


--- d ---
Formula: C2H5NOS
Source: OMol25
Level of theory: ωB97M-V/def2-TZVPD

Its orbital gap is 0.353 Ha. The SMILES is C#[N+][O-].CS.

```
! RIJCOSX wB97M-V def2-TZVPD def2/J DEFGRID3
* xyz 0 1
H -0.226 -0.212 -2.087
C -0.279 0.973 -0.166
N -3.138 0.568 2.276
H -5.057 -0.081 1.667
S -0.270 -0.675 -0.907
O -1.998 0.657 2.502
H 0.783 1.355 0.029
H -0.887 0.945 0.733
H -0.683 1.668 -0.963
C -4.232 0.200 2.261
*
```


Energies in hartree, measured from the most stable structure: a 0.0000; b 0.0182; c 0.0434; d 0.1174.


--- a ---
Formula: C2H5NOS
Source: OMol25
Level of theory: ωB97M-V/def2-TZVPD

Its orbital gap is 0.348 Ha.

```
! RIJCOSX wB97M-V def2-TZVPD def2/J DEFGRID3
* xyz 0 1
H -1.090 0.210 -1.188
H -1.960 1.295 -0.009
O 2.285 0.803 -0.428
H 2.264 -0.907 1.226
S 3.182 -0.413 0.268
H -2.734 -0.432 -0.521
N -1.239 -0.323 0.697
H 1.732 0.363 -1.119
C -0.537 -0.862 1.470
C -1.902 0.268 -0.397
*
```


--- b ---
Formula: C2H5NOS
Source: OMol25
Level of theory: ωB97M-V/def2-TZVPD

Its orbital gap is 0.360 Ha. The SMILES is C#[N+][O-].CS.

```
! RIJCOSX wB97M-V def2-TZVPD def2/J DEFGRID3
* xyz 0 1
H -1.710 1.320 0.960
H 1.316 -2.107 0.116
H -2.276 0.965 -0.639
C -1.417 0.927 -0.054
H -0.501 1.503 -0.389
N 2.356 -0.147 0.274
O 2.984 0.860 0.330
H -1.437 -1.197 -1.083
S -1.219 -0.897 0.146
C 1.904 -1.228 0.339
*
```


Energies in hartree, measured from the most stable structure: a 0.0000; b 0.0320.


--- a ---
Formula: C3H5N3O
Source: OMol25
Level of theory: ωB97M-V/def2-TZVPD

Its orbital gap is 0.368 Ha. The SMILES is NC1=C[C@H]1/N=N/O.

```
! RIJCOSX wB97M-V def2-TZVPD def2/J DEFGRID3
* xyz 0 1
C 0.096 -0.776 -0.589
N 1.724 1.408 -0.069
C 1.177 -1.066 0.446
H 1.154 2.217 0.191
N -1.808 0.541 -0.042
H 2.650 1.346 0.282
O -3.155 0.409 0.178
H -3.554 -0.508 0.276
H 0.236 -1.270 -1.470
C 1.235 0.107 -0.052
H 1.528 -1.851 1.115
N -1.283 -0.556 -0.266
*
```


--- b ---
Formula: C3H5N3O
Source: OMol25
Level of theory: ωB97M-V/def2-TZVPD

Its orbital gap is 0.407 Ha. The SMILES is N#CCO.N=C=N.

```
! RIJCOSX wB97M-V def2-TZVPD def2/J DEFGRID3
* xyz 0 1
H -3.012 0.874 -1.110
H 2.789 0.923 -0.834
H -1.448 -0.064 1.050
N 0.300 1.348 -1.213
C -0.527 0.760 -0.657
N 1.378 -1.318 0.735
C 2.181 -0.489 0.304
N 2.964 0.402 0.020
O -2.859 0.723 -0.168
H 1.576 -2.290 0.524
H -1.674 -0.983 -0.442
C -1.646 0.031 -0.020
*
```


Energies in hartree, measured from the most stable structure: a 0.1447; b 0.0000.


--- a ---
Formula: C3H5N3O
Source: OMol25
Level of theory: ωB97M-V/def2-TZVPD

Its orbital gap is 0.335 Ha. The SMILES is [H]/N=c1/o[nH]cc1N.

```
! RIJCOSX wB97M-V def2-TZVPD def2/J DEFGRID3
* xyz 0 1
O 1.471 1.151 -0.119
N -1.644 -0.664 -0.177
H -2.188 -0.145 0.525
H 1.072 -2.094 -0.085
C -0.281 -0.327 -0.053
C 0.876 -1.010 -0.049
C 0.091 1.099 -0.063
N 2.008 -0.148 -0.186
N -0.600 2.155 -0.071
H 2.649 -0.208 0.596
H -1.599 1.848 -0.160
H -1.855 -1.656 -0.157
*
```


--- b ---
Formula: C3H5N3O
Source: OMol25
Level of theory: ωB97M-V/def2-TZVPD

Its orbital gap is 0.320 Ha. The SMILES is [H]/N=c1/occn1N.

```
! RIJCOSX wB97M-V def2-TZVPD def2/J DEFGRID3
* xyz 0 1
C -0.340 -0.754 -0.735
H 0.754 2.107 0.552
H 0.067 -0.469 2.079
N -0.917 -1.920 -0.365
O 0.603 -0.613 -1.655
N -0.202 0.289 0.223
C 0.798 1.253 -0.171
N -0.592 0.207 1.590
H -1.668 -0.120 1.664
H 1.881 0.917 -2.259
H -1.495 -1.495 0.465
C 1.112 0.601 -1.388
*
```


Energies in hartree, measured from the most stable structure: a 0.0000; b 0.0728.